The following is a quantum chemistry calculation of a structure of composition C22H21CaN5O2 at a distorted geometry, from the OMol25 dataset.

Geometry as XYZ:
```
51
C22H21CaN5O2, DFT ωB97M-V/def2-TZVPD
Ca -6.767 -13.866 -9.794
C -5.196 -13.680 -12.178
C -5.506 -12.377 -11.676
C -4.915 -12.225 -10.422
C -4.171 -13.432 -10.158
C -4.403 -14.351 -11.241
H -5.590 -14.041 -13.084
H -6.176 -11.594 -12.129
H -4.978 -11.421 -9.716
H -3.613 -13.721 -9.266
H -3.985 -15.362 -11.386
O -8.178 -11.014 -4.828
C -8.231 -10.134 -5.768
C -8.126 -8.799 -5.427
C -8.063 -7.795 -6.406
C -8.221 -8.069 -7.767
C -8.304 -9.384 -8.156
C -8.274 -10.444 -7.144
C -7.876 -11.819 -7.638
O -7.947 -11.977 -8.862
N -7.325 -12.690 -6.780
N -6.900 -13.779 -7.443
C -6.562 -14.813 -6.694
C -6.006 -16.014 -7.247
C -5.576 -17.105 -6.541
C -5.183 -18.220 -7.273
C -5.067 -18.210 -8.591
C -5.595 -17.065 -9.267
N -6.045 -16.037 -8.638
H -7.989 -11.970 -5.108
H -7.981 -8.616 -4.363
H -7.971 -6.758 -6.013
H -8.242 -7.298 -8.483
H -8.261 -9.743 -9.198
H -6.634 -14.706 -5.615
H -5.725 -17.268 -5.470
H -5.021 -19.176 -6.778
H -4.758 -19.140 -9.101
H -5.683 -17.112 -10.337
C -9.357 -15.447 -14.654
N -9.234 -15.515 -13.199
C -9.753 -16.439 -12.375
C -9.442 -16.104 -11.082
N -8.722 -14.923 -11.117
C -8.597 -14.610 -12.388
H -8.992 -14.509 -14.998
H -10.406 -15.557 -14.869
H -8.758 -16.232 -15.079
H -10.404 -17.240 -12.669
H -9.759 -16.638 -10.179
H -8.130 -13.719 -12.717
```

Computed properties:
spin multiplicity	1
HOMO energy	-7.492	eV
strongest force on any atom	3.8	eV/Å

Here is what Mulliken gives for the atomic charges, in e: atom 1 (Ca): 2.541, atom 2 (C): -0.596, atom 3 (C): -0.283, atom 4 (C): -0.980, atom 5 (C): -0.539, atom 6 (C): -0.574, atom 7 (H): 0.592, atom 8 (H): 0.298, atom 9 (H): 0.444, atom 10 (H): 0.383, atom 11 (H): 0.460, atom 12 (O): -0.620, atom 13 (C): 0.575, atom 14 (C): -0.574, atom 15 (C): -0.303, atom 16 (C): -0.640, atom 17 (C): -0.564, atom 18 (C): 0.162, atom 19 (C): 0.680, atom 20 (O): -0.884, atom 21 (N): -1.191, atom 22 (N): 0.171, atom 23 (C): -0.680, atom 24 (C): 0.484, atom 25 (C): -0.936, atom 26 (C): -0.100, atom 27 (C): -0.936, atom 28 (C): -0.111, atom 29 (N): 0.135, atom 30 (H): 0.436, atom 31 (H): 0.373, atom 32 (H): 0.285, atom 33 (H): 0.446, atom 34 (H): 0.315, atom 35 (H): 0.350, atom 36 (H): 0.362, atom 37 (H): 0.370, atom 38 (H): 0.307, atom 39 (H): 0.491, atom 40 (C): -0.944, atom 41 (N): 0.121, atom 42 (C): -0.222, atom 43 (C): -0.761, atom 44 (N): -0.327, atom 45 (C): -0.345, atom 46 (H): 0.323, atom 47 (H): 0.368, atom 48 (H): 0.331, atom 49 (H): 0.423, atom 50 (H): 0.388, atom 51 (H): 0.493

---

The following is a quantum chemistry calculation of a structure of composition C12H14AgCl2N2 at a distorted geometry, from the OMol25 dataset.

Geometry as XYZ:
```
31
C12H14AgCl2N2, DFT ωB97M-V/def2-TZVPD
Ag -3.485 -2.832 -2.282
C 1.592 0.104 5.002
N 1.316 0.120 3.529
C 2.082 0.865 2.720
C 1.727 0.942 1.382
C 0.598 0.292 0.880
C -0.138 -0.484 1.773
C 0.267 -0.600 3.091
C 0.261 0.384 -0.561
C 0.512 1.537 -1.291
C 0.135 1.563 -2.644
N -0.361 0.464 -3.231
C -0.602 -0.663 -2.524
C -0.281 -0.727 -1.201
C -0.759 0.521 -4.645
H 2.095 -0.837 5.221
H 0.623 0.082 5.493
H 2.206 0.934 5.334
H 2.979 1.271 3.162
H 2.325 1.445 0.634
H -1.087 -0.913 1.458
H -0.368 -1.067 3.829
H 0.882 2.445 -0.840
H 0.134 2.447 -3.264
H -1.018 -1.525 -3.003
H -0.400 -1.651 -0.650
H -1.479 1.333 -4.767
H -1.333 -0.362 -4.908
H 0.099 0.737 -5.274
Cl -5.942 -3.853 -2.510
Cl -2.579 -1.971 0.087
```

Computed properties:
spin multiplicity	1
ΔE to the lowest compared entry with this formula, charge and spin	0.0	kJ/mol
total charge	+1
HOMO energy	-9.744	eV
strongest force on any atom	1.9	eV/Å

Here is what Mulliken gives for the atomic charges, in e: atom 1 (Ag): 0.380, atom 2 (C): -0.910, atom 3 (N): 0.045, atom 4 (C): -0.263, atom 5 (C): -0.780, atom 6 (C): 0.974, atom 7 (C): -0.311, atom 8 (C): -0.270, atom 9 (C): 0.890, atom 10 (C): -0.756, atom 11 (C): -0.340, atom 12 (N): 0.057, atom 13 (C): -0.453, atom 14 (C): -1.053, atom 15 (C): -0.956, atom 16 (H): 0.365, atom 17 (H): 0.323, atom 18 (H): 0.351, atom 19 (H): 0.431, atom 20 (H): 0.506, atom 21 (H): 0.156, atom 22 (H): 0.383, atom 23 (H): 0.505, atom 24 (H): 0.470, atom 25 (H): 0.365, atom 26 (H): 0.980, atom 27 (H): 0.411, atom 28 (H): 0.305, atom 29 (H): 0.347, atom 30 (Cl): -0.611, atom 31 (Cl): -0.541

---

The following is a quantum chemistry calculation of a cluster of 6 separate species, C10H20N2O14 in total at a distorted geometry, from the OMol25 dataset.

Geometry as XYZ:
```
46
C10H20N2O14, DFT ωB97M-V/def2-TZVPD
C 5.089 -1.060 1.961
C 4.065 -0.497 3.032
O 4.027 -0.817 4.180
N 3.079 0.574 2.486
H 3.746 1.062 1.906
H 2.440 0.050 1.906
C 2.422 1.656 3.358
H 5.474 -1.967 2.426
H 5.984 -0.450 1.839
H 4.561 -1.306 1.040
H 1.947 2.222 2.556
H 3.240 2.113 3.914
H 1.676 1.200 4.009
C -2.781 1.646 -6.095
C -1.975 0.649 -5.239
O -2.068 -0.609 -5.375
N -1.096 1.318 -4.207
H -0.200 0.853 -4.249
H -0.930 2.292 -4.418
C -1.627 1.300 -2.760
H -3.636 1.140 -6.544
H -2.288 2.204 -6.891
H -3.144 2.451 -5.457
H -2.509 1.939 -2.801
H -0.903 1.742 -2.075
H -1.641 0.221 -2.606
O -0.459 0.934 1.004
C -0.153 -0.268 0.587
O 0.999 -0.685 0.749
O -0.951 -1.030 0.023
H -1.368 0.997 0.701
O -3.124 1.604 1.934
C -3.358 2.452 0.975
O -3.845 3.553 1.270
O -2.953 2.174 -0.117
H -3.393 2.135 2.688
O -1.868 -3.445 -0.618
C -1.113 -4.423 -1.168
O -0.152 -4.083 -1.808
O -1.451 -5.550 -1.040
H -1.258 -2.704 -0.602
O 0.848 -1.565 3.544
C 0.234 -2.472 4.239
O -0.478 -3.246 3.602
O 0.269 -2.453 5.483
H 0.624 -1.855 2.657
```

Computed properties:
spin multiplicity	2
total charge	-3
HOMO energy	1.971	eV
strongest force on any atom	6.6	eV/Å
expectation value of S²	0.754

Here is what Mulliken gives for the atomic charges, in e: atom 1 (C): -1.167, atom 2 (C): 0.699, atom 3 (O): -0.407, atom 4 (N): 0.222, atom 5 (H): 0.448, atom 6 (H): 0.085, atom 7 (C): -0.790, atom 8 (H): 0.338, atom 9 (H): 0.345, atom 10 (H): 0.365, atom 11 (H): 0.393, atom 12 (H): 0.333, atom 13 (H): 0.235, atom 14 (C): -1.024, atom 15 (C): 0.234, atom 16 (O): -0.736, atom 17 (N): -0.068, atom 18 (H): 0.356, atom 19 (H): 0.354, atom 20 (C): -0.924, atom 21 (H): 0.300, atom 22 (H): 0.236, atom 23 (H): 0.293, atom 24 (H): 0.310, atom 25 (H): 0.255, atom 26 (H): 0.394, atom 27 (O): -0.370, atom 28 (C): 0.678, atom 29 (O): -0.990, atom 30 (O): -0.889, atom 31 (H): 0.247, atom 32 (O): -0.405, atom 33 (C): 0.718, atom 34 (O): -0.833, atom 35 (O): -0.714, atom 36 (H): 0.257, atom 37 (O): -0.469, atom 38 (C): 0.691, atom 39 (O): -0.769, atom 40 (O): -0.773, atom 41 (H): 0.497, atom 42 (O): -0.273, atom 43 (C): 0.662, atom 44 (O): -0.719, atom 45 (O): -0.842, atom 46 (H): 0.216

---

no.,frontier orbital gap (eV)
1,7.11
2,4.23
3,2.88